Model one:
ORCA calculation (ωB97M-V/def2-TZVPD) on a single C5H8O3 molecule.

Positions of all 16 atoms, in Å:
O1 -0.006 -1.047 -1.407
H1 2.166 -0.742 1.823
H2 2.226 -0.182 -0.915
C1 0.419 0.215 1.079
H3 1.567 1.538 1.898
H4 1.339 -1.637 0.512
O2 0.633 1.452 1.652
H5 -2.119 1.234 -1.383
C2 -0.840 -0.066 0.681
C3 -0.819 -0.365 -0.816
H6 -2.958 -0.278 -0.993
H7 -2.098 -0.146 -2.516
H8 -1.635 0.584 1.014
C4 -2.080 0.147 -1.472
O3 2.562 -0.057 -0.024
C5 1.642 -0.650 0.866

**LUMO**: 0.53 eV
**2S+1**: 1
**M**: 116.1 u
**Orbital gap**: 9.73 eV
**SMILES string**: CC(=O)/C=C(/O)CO



Model two:
ORCA calculation (ωB97M-V/def2-TZVPD) on 2 unconnected molecules or ions with the total composition C5H8O3.

Positions of all 16 atoms, in Å:
O1 2.013 -0.589 -0.449
C1 -1.395 -0.350 -0.235
H1 -0.500 0.517 -1.766
C2 1.946 -1.604 0.539
H2 -2.771 0.575 1.134
C3 1.067 1.735 -0.530
H3 -1.203 1.320 1.061
C4 1.342 0.589 -0.267
H4 0.682 2.712 -0.579
O2 -1.596 -1.493 0.183
H5 -2.336 1.607 -0.260
H6 1.180 -2.310 0.206
H7 1.743 -1.233 1.546
C5 -1.979 0.863 0.448
H8 2.906 -2.119 0.520
O3 -1.100 -0.219 -1.551

**LUMO**: 0.54 eV
**2S+1**: 1
**M**: 116.1 u
**Orbital gap**: 10.53 eV
**SMILES string**: CC(=O)O.C#COC



model one wins, 174.6 kJ/mol ahead of the next structure.